1.
Density functional theory data (ωB97M-V/def2-TZVPD) for a molecular structure, C22H34FN5O8Sm in a non-equilibrium geometry.

Last column: Mulliken spin population.
Element x y z (Å)
O: 4.354 -0.780 2.080  0.00
H: 3.543 -0.972 2.599  0.00
Sm: 0.625 0.037 0.294  5.08
N: -0.190 -1.349 -1.459  -0.01
N: -1.898 -0.400 0.114  0.00
O: 0.711 -1.854 -2.434  0.00
O: -2.817 -0.142 1.142  0.00
C: -1.470 -1.835 -1.622  0.00
C: -2.397 -1.356 -0.736  -0.01
C: -1.852 -2.754 -2.702  0.00
C: -3.810 -1.790 -0.704  0.00
H: -0.992 -3.263 -3.152  0.00
H: -2.377 -2.263 -3.549  0.00
H: -2.558 -3.552 -2.396  0.00
H: -4.481 -1.118 -0.139  0.00
H: -3.980 -2.807 -0.285  0.00
H: -4.238 -1.871 -1.722  0.00
H: 1.646 -1.788 -2.147  0.00
H: -2.389 0.510 1.746  0.00
O: -0.867 1.792 -1.380  0.00
H: -0.288 1.241 -1.954  0.00
H: -1.471 1.065 -1.045  0.00
C: 0.530 -1.691 1.851  -0.04
H: 1.391 -2.144 2.294  0.00
H: -0.107 -2.281 1.156  0.00
H: -0.076 -1.057 2.520  0.00
O: 3.893 -2.255 -1.062  0.00
H: 4.451 -2.033 -0.304  0.00
H: 3.061 -2.494 -0.628  0.00
F: 6.029 4.208 1.618  0.00
C: 4.724 4.562 1.374  0.00
C: 3.884 3.630 0.845  0.00
C: 2.532 4.013 0.652  0.00
C: 1.551 3.011 0.483  -0.01
O: 1.951 1.851 0.056  -0.01
C: 0.175 3.373 0.845  0.00
C: -0.217 4.680 0.649  0.00
N: 0.723 5.679 0.589  0.00
C: 0.351 7.020 0.715  0.00
C: -1.058 7.452 0.501  0.00
C: -0.529 7.319 1.888  0.00
C: 2.074 5.335 0.810  0.00
C: 2.966 6.261 1.333  0.00
C: 4.284 5.878 1.698  0.00
N: 5.027 6.767 2.438  0.00
C: 4.381 7.497 3.529  0.00
C: 4.509 8.993 3.290  0.00
N: 5.966 9.263 3.142  0.00
C: 6.668 8.513 2.061  0.00
C: 6.455 7.020 2.307  0.00
C: -0.859 2.512 1.561  0.00
O: -1.860 3.085 1.983  0.00
O: -0.466 1.285 1.797  -0.01
H: 4.177 2.603 0.652  0.00
H: -1.241 5.038 0.725  0.00
H: 1.178 7.706 0.496  0.00
H: -1.197 8.479 0.182  0.00
H: -1.781 6.732 0.102  0.00
H: -0.888 6.478 2.497  0.00
H: -0.353 8.255 2.417  0.00
H: 2.612 7.276 1.529  0.00
H: 4.864 7.213 4.489  0.00
H: 3.330 7.195 3.554  0.00
H: 4.037 9.326 2.369  0.00
H: 4.133 9.577 4.124  0.00
H: 6.102 10.268 2.983  0.00
H: 6.394 8.955 4.024  0.00
H: 7.717 8.795 2.091  0.00
H: 6.229 8.855 1.126  0.00
H: 6.959 6.714 3.247  0.00
H: 6.845 6.432 1.469  0.00

Calculated values
HOMO (alpha / beta) in eV: -7.002 / -7.017
Total charge: +1
Kohn-Sham gap (alpha / beta) in eV: 3.021 / 3.031
Multiplicity: 6



2.
Density functional theory data (ωB97M-V/def2-TZVPD) for 2 unconnected molecules or ions with the total composition C28H34N3O2 in a non-equilibrium geometry.

Last column: Mulliken charge in e.
Element x y z (Å)
C: -5.690 5.598 -2.196  -0.81
O: -5.179 5.803 -0.868  -0.43
C: -4.731 4.714 -0.182  0.82
C: -4.136 4.939 1.082  -0.68
C: -3.568 3.896 1.790  -0.45
C: -3.607 2.572 1.282  -0.35
C: -2.933 1.457 1.954  0.79
C: -1.662 1.633 2.575  -1.24
C: -1.187 0.864 3.635  -0.03
C: -0.437 1.403 4.743  0.73
C: -0.254 0.673 5.952  -0.54
C: 0.660 1.095 6.917  -0.47
C: 1.298 2.342 6.780  -0.48
C: 0.982 3.163 5.688  -0.64
C: 0.145 2.695 4.673  -0.50
C: -3.584 0.150 1.968  -0.17
C: -5.000 -0.002 2.075  -0.14
C: -5.582 -1.253 2.050  -0.77
C: -4.780 -2.411 1.921  0.98
O: -5.421 -3.614 1.901  -0.44
C: -4.575 -4.772 2.029  -0.79
C: -3.372 -2.277 1.879  -0.29
C: -2.803 -1.017 1.873  -1.12
C: -4.253 2.353 0.042  -0.52
C: -4.822 3.389 -0.675  -0.44
H: -5.921 6.592 -2.571  0.24
H: -4.944 5.124 -2.842  0.36
H: -6.596 4.985 -2.163  0.34
H: -4.117 5.959 1.450  0.43
H: -3.103 4.092 2.759  0.48
H: -1.069 2.473 2.221  0.85
H: -1.553 -0.149 3.756  0.50
H: -0.837 -0.239 6.107  0.50
H: 0.887 0.461 7.775  0.43
H: 2.060 2.653 7.497  0.40
H: 1.420 4.165 5.614  0.38
H: -0.073 3.319 3.803  0.25
H: -5.642 0.882 2.158  0.51
H: -6.663 -1.376 2.092  0.43
H: -5.254 -5.626 2.014  0.25
H: -3.865 -4.840 1.188  0.31
H: -4.027 -4.732 2.985  0.35
H: -2.730 -3.157 1.821  0.38
H: -1.727 -0.922 1.734  0.66
H: -4.258 1.342 -0.379  0.47
H: -5.313 3.172 -1.627  0.38
C: 2.135 -4.044 4.949  -0.89
N: 1.840 -2.825 4.247  0.13
C: 1.364 -1.779 5.116  -1.24
C: 1.813 -2.503 2.910  0.72
N: 1.149 -1.393 2.631  -0.64
N: 2.496 -3.225 1.958  0.11
C: 2.935 -4.598 2.042  -0.94
C: 2.762 -2.668 0.641  -1.25
H: 2.336 -4.899 4.316  0.31
H: 2.981 -3.880 5.628  0.28
H: 1.264 -4.294 5.567  0.32
H: 1.410 -0.837 4.557  0.38
H: 0.317 -1.951 5.407  0.30
H: 1.959 -1.711 6.036  0.35
H: 1.228 -1.110 1.669  0.02
H: 3.199 -4.917 3.041  0.34
H: 2.194 -5.293 1.630  0.32
H: 3.846 -4.688 1.444  0.29
H: 2.632 -1.587 0.661  0.48
H: 3.806 -2.876 0.373  0.36
H: 2.105 -3.101 -0.130  0.35

Calculated values
HOMO in eV: -10.436
Total charge: +1
Energy above the lowest of the compared OMol25 structures with the same formula, charge and spin in eV: 3.810
Kohn-Sham gap in eV: 5.758



3.
Density functional theory data (ωB97M-V/def2-TZVPD) for a single C5H11N3O molecule in a non-equilibrium geometry.

Last column: Mulliken charge in e.
Element x y z (Å)
H: 2.956 0.073 1.336  0.30
N: 3.337 0.400 0.444  -0.50
C: 2.427 0.730 -0.360  -0.33
C: 0.808 0.881 0.052  0.57
N: 0.424 2.126 0.492  -0.42
C: 0.154 -0.235 -0.135  0.09
C: 0.466 -1.579 -0.672  -1.33
N: -1.447 0.061 0.172  -0.16
C: -2.236 -1.040 0.657  -0.82
O: -2.077 0.629 -0.984  -0.42
H: 2.786 1.115 -1.321  0.38
H: -0.514 2.373 0.205  0.20
H: 1.166 2.728 0.822  0.22
H: 0.639 -2.311 0.119  0.24
H: -0.393 -1.912 -1.259  0.38
H: 1.358 -1.542 -1.295  0.41
H: -1.745 -1.431 1.547  0.31
H: -3.224 -0.663 0.945  0.24
H: -2.377 -1.844 -0.078  0.32
H: -2.509 1.441 -0.687  0.31

Calculated values
HOMO in eV: -8.296
Energy above the lowest of the compared OMol25 structures with the same formula, charge and spin in eV: 4.599
Kohn-Sham gap in eV: 9.097
SMILES: [H]/N=C\C(N)=C(/C)N(C)O



- What is the formula in the third record?
  C5H11N3O